Density functional theory data (the ωB97M-V functional and the def2-TZVPD basis) for a molecular structure, C16H28CaNO9P2Se2Te.

Element x y z (Å)
Ca -0.8965 -0.0797 0.4393
O -2.3207 -0.9391 2.0430
C -3.6736 -0.3310 2.2218
C -3.6776 1.1661 2.2881
C -4.6263 1.5647 3.4629
O -4.3781 0.8290 4.6583
C -4.2050 1.7663 0.9370
Se -3.3814 1.0270 -0.6486
C -2.3213 1.8313 2.6763
Se -1.2758 1.0179 4.1539
H -1.9227 -0.7749 2.8810
H -4.0431 -0.8030 3.1226
H -4.3002 -0.6607 1.4274
H -5.6578 1.2627 3.1672
H -4.5981 2.6512 3.6441
H -3.4194 1.0427 4.9287
H -4.0243 2.8374 0.9195
H -5.2379 1.5311 0.8781
H -2.6039 2.8288 2.9125
H -1.5969 1.9462 1.8096
C 0.7588 2.3805 -4.1608
C 0.7609 1.6652 -2.8668
O 2.0728 1.8616 -2.3539
P -0.2413 2.6050 -1.6314
O 0.4927 4.0375 -1.7252
O -1.6417 2.8801 -2.0991
O -0.0174 1.9815 -0.2723
P 0.3347 -0.1460 -2.9517
O -1.3222 -0.1869 -2.9979
O 0.9873 -0.7600 -4.0957
O 0.5020 -0.6268 -1.5240
H 0.8458 3.4534 -4.0798
H -0.1555 2.2511 -4.7528
H 1.5370 1.9726 -4.8189
H 2.0323 1.4981 -1.4558
H 1.4414 3.9192 -1.8026
H -2.4534 2.3111 -1.5751
H -1.7934 -0.2317 -3.8426
N 0.4142 -2.6818 0.7298
C 1.2307 -3.0807 0.0224
C 2.3399 -3.5751 -0.8190
C 2.8274 -4.8497 -0.4585
C 3.8382 -5.4086 -1.2189
C 4.3619 -4.7055 -2.3213
C 3.9519 -3.4231 -2.5618
C 2.8829 -2.8512 -1.8539
H 2.3033 -5.4656 0.2991
H 4.1707 -6.3990 -0.9448
H 5.1301 -5.1407 -2.8928
H 4.3554 -2.8490 -3.3944
H 2.5783 -1.8806 -2.1156
C 2.1760 -0.7137 3.3153
Te 1.4212 1.0648 2.2569
C 3.1014 1.1105 0.8506
H 3.2378 -0.7550 3.5376
H 1.9204 -1.4780 2.5750
H 1.6537 -0.8565 4.2413
H 3.1601 2.1712 0.4856
H 2.9507 0.3999 0.0287
H 4.0138 0.7879 1.3223

**Gap between HOMO and LUMO**: 6.685 eV
**E_HOMO**: -4.44 eV
**LUMO level**: 0.083 Ha
**2S+1**: 1
**Relative energy (zero: lowest compared OMol25 entry of this formula, charge and spin)**: 0.0 kJ/mol
**Charge**: -1



Density functional theory data (the ωB97M-V functional and the def2-TZVPD basis) for a molecular structure, C16H28Cl2MgN4O8.

Element x y z (Å)
Mg -17.3941 18.2667 -13.4322
Cl -13.9060 19.0508 -14.0258
O -13.0376 17.9260 -14.1789
O -13.7072 19.9976 -15.1084
O -15.2540 18.5865 -14.0879
O -13.6778 19.6858 -12.7847
Cl -17.5050 14.7440 -12.7518
O -17.4378 14.2208 -14.0950
O -16.5762 14.0254 -11.9427
O -17.1866 16.1466 -12.7145
O -18.8683 14.6151 -12.3186
C -15.6257 22.5034 -9.7461
C -15.0476 21.1181 -9.4344
C -16.0999 20.0124 -9.2884
C -16.3386 19.3421 -10.5319
N -16.4620 18.7468 -11.4987
H -14.8974 23.1423 -10.2393
H -15.8839 23.0009 -8.8073
H -16.5877 22.4472 -10.2629
H -14.5321 21.2790 -8.4857
H -14.2676 20.8239 -10.1370
H -17.0467 20.5032 -9.0418
H -15.8176 19.2528 -8.5594
C -22.9782 16.7310 -10.0242
C -21.5493 17.0192 -10.5213
C -21.4897 18.3348 -11.3247
C -20.2643 18.3952 -12.1274
N -19.2656 18.4368 -12.6794
H -23.7791 16.7945 -10.7664
H -23.3991 17.4736 -9.3356
H -22.9704 15.7906 -9.4783
H -21.0844 16.2530 -11.1362
H -20.9904 17.2168 -9.6069
H -21.5375 19.2303 -10.7024
H -22.3370 18.4514 -12.0057
C -16.8144 13.9445 -18.5336
C -17.6108 14.7811 -17.5333
C -16.6950 15.7023 -16.6974
C -17.3716 16.7303 -15.9525
N -17.8473 17.5794 -15.3464
H -16.5310 14.5083 -19.4223
H -17.4177 13.0810 -18.8061
H -15.9031 13.5912 -18.0498
H -18.1238 14.0702 -16.8845
H -18.3701 15.4250 -17.9777
H -16.0053 16.1576 -17.4146
H -16.0595 15.2228 -15.9456
C -16.4480 24.9694 -15.3795
C -17.0996 23.6085 -15.1690
C -16.5282 22.7039 -14.0665
C -17.1634 21.3800 -14.0588
N -17.5881 20.3217 -14.1168
H -17.0399 25.5497 -16.0929
H -15.4691 24.9703 -15.8548
H -16.5341 25.5207 -14.4424
H -17.1895 23.0654 -16.1120
H -18.1530 23.7823 -14.9316
H -16.6788 23.0839 -13.0514
H -15.4516 22.5150 -14.1014

**Gap between HOMO and LUMO**: 9.037 eV
**E_HOMO**: -9.21 eV
**LUMO level**: -0.006 Ha
**2S+1**: 1
**Relative energy (zero: lowest compared OMol25 entry of this formula, charge and spin)**: 111.7 kJ/mol
**Charge**: 0



Density functional theory data (the ωB97M-V functional and the def2-TZVPD basis) for a molecular structure, C16H28Cl2NPZr.

Element x y z (Å)
Zr -0.4624 0.7674 0.6813
Cl 1.6616 0.2922 1.8105
Cl -1.8605 0.6423 -1.3224
H 0.4359 2.1196 -0.0964
H -1.0009 -0.9008 1.0882
P 1.3410 -1.4907 -1.1653
C 1.9563 -2.8224 -0.0187
C 0.4929 -2.2449 -2.6725
C 2.7633 -0.3572 -1.6030
C 0.9067 -3.1910 1.0515
H 2.8151 -2.3641 0.5031
C 2.4154 -4.0326 -0.8242
H 1.5539 -4.5609 -1.2526
H 2.9459 -4.7397 -0.1786
H 3.0989 -3.7585 -1.6417
H 0.8109 -2.3847 1.7811
H 1.2260 -4.1017 1.5797
H -0.0767 -3.3635 0.6068
H 3.1408 -0.0866 -0.6002
C 2.3171 0.9479 -2.2903
C 3.8194 -1.1536 -2.3640
H 4.2995 -1.9012 -1.7314
H 4.6118 -0.4910 -2.7382
H 3.3808 -1.6590 -3.2372
H 1.2334 1.1047 -2.2181
H 2.6161 0.9749 -3.3497
H 2.7818 1.8061 -1.7914
C -0.8021 -2.8894 -2.1527
H 1.1499 -3.0194 -3.1156
C 0.1967 -1.1744 -3.7293
H -0.6232 -3.7763 -1.5387
H -1.4324 -3.1892 -3.0013
H -1.3577 -2.1467 -1.5639
H -0.4418 -0.3980 -3.2879
H -0.3552 -1.6273 -4.5617
H 1.1040 -0.7138 -4.1395
N -1.5999 1.8617 1.9739
C -2.2373 2.6274 2.5981
C -3.0062 3.5811 3.2776
C -2.3905 4.7468 3.7807
C -3.1653 5.6862 4.4518
C -4.5388 5.4610 4.6189
C -5.1539 4.3125 4.1020
C -4.3871 3.3655 3.4288
H -1.3131 4.8787 3.6287
H -2.6843 6.5853 4.8405
H -5.1371 6.1888 5.1574
H -6.2255 4.1357 4.2154
H -4.8232 2.4528 3.0108

**Gap between HOMO and LUMO**: 5.069 eV
**E_HOMO**: -6.93 eV
**LUMO level**: -0.068 Ha
**2S+1**: 1
**Charge**: 0



Density functional theory data (the ωB97M-V functional and the def2-TZVPD basis) for a molecular structure, C16H28ClCuN4O4.

Element x y z (Å)
Cu -1.7152 4.2304 1.9106
Cl -0.6687 0.5626 1.2129
O 0.6832 0.4538 0.6888
O -0.9029 1.9007 1.6962
O -1.6020 0.2738 0.1627
O -0.7864 -0.3885 2.2854
C -2.8730 -4.2905 0.6940
C -3.0012 -2.7844 0.4326
C -3.5516 -2.4711 -0.9561
C -2.9295 -3.2782 -2.0184
N -2.4079 -3.8460 -2.8694
H -2.5270 -4.4262 1.7184
H -2.1951 -4.7621 -0.0156
H -3.8540 -4.7661 0.6278
H -2.0582 -2.2858 0.6596
H -3.6370 -2.3933 1.2306
H -3.4123 -1.4216 -1.2138
H -4.6009 -2.7705 -1.0206
C 0.3856 3.9811 -3.7847
C 0.7453 2.5998 -3.2145
C 0.0956 2.2760 -1.8420
C -0.1138 3.4560 -0.9985
N -0.2814 4.3829 -0.3399
H 0.8017 4.7932 -3.1857
H -0.6912 4.1585 -3.8208
H 0.7804 4.0890 -4.7940
H 1.8173 2.5953 -3.0234
H 0.4407 1.8739 -3.9644
H 0.7692 1.6290 -1.2787
H -0.8579 1.7678 -1.9788
C 2.0845 -1.7834 -1.7417
C 0.5933 -2.0496 -1.6648
C -0.2116 -1.1937 -2.6470
C 0.0811 -1.5009 -4.0618
N 0.2876 -1.7542 -5.1617
H 2.4706 -2.2221 -2.6655
H 2.6193 -2.2925 -0.9399
H 2.3525 -0.7269 -1.7382
H 0.1742 -1.8669 -0.6733
H 0.3340 -3.0879 -1.8830
H 0.0022 -0.1386 -2.4628
H -1.2939 -1.2785 -2.5555
C 3.8309 0.8753 3.9419
C 2.8033 1.5421 4.8577
C 1.3778 1.0076 4.6616
C 0.4225 1.7306 5.5133
N -0.2879 2.3214 6.1939
H 4.8279 1.2782 4.1031
H 3.5795 0.9338 2.8792
H 3.8327 -0.2094 4.0821
H 2.7563 2.6091 4.6330
H 3.1750 1.4250 5.8759
H 1.2539 -0.0640 4.7994
H 1.0823 1.3060 3.6534

**Gap between HOMO and LUMO**: 7.491 eV
**E_HOMO**: -10.40 eV
**LUMO level**: -0.107 Ha
**2S+1**: 1
**Relative energy (zero: lowest compared OMol25 entry of this formula, charge and spin)**: 214.9 kJ/mol
**Charge**: 0



Density functional theory data (the ωB97M-V functional and the def2-TZVPD basis) for a molecular structure, C16H28ClFeOTm.

Element x y z (Å)
Tm 0.2335 -0.6814 -1.3468
Cl -0.5734 1.5170 -2.3487
C -1.9090 -1.1490 -1.0295
H -2.0709 -1.8988 -0.2429
H -2.4261 -1.4618 -1.9580
H -2.3719 -0.1963 -0.6943
Fe 0.0498 0.6374 -4.2992
C -1.4175 0.4997 -5.6009
C 1.8545 1.0273 -4.9139
C 0.4575 -0.9738 -4.9557
H 2.6112 0.6658 -4.2013
H 2.1285 0.6501 -5.9300
H 1.8664 2.1250 -4.9143
H -2.2561 -0.0423 -5.1358
H -1.7336 1.5441 -5.7466
H -1.2221 0.0336 -6.6007
H -0.3133 -1.6130 -5.4552
H 1.5210 -1.3016 -5.1209
C 1.0504 2.7606 0.5464
C 0.2262 2.7109 1.8605
C -1.1039 3.4270 1.7506
C 0.0432 1.3368 2.5148
C -0.3761 1.3295 3.8453
C -0.4965 0.1463 4.5636
C -0.1796 -1.0759 3.9890
C 0.2422 -1.1391 2.6639
C 0.6454 -2.4714 2.0686
C 1.8437 -3.0601 2.8332
C -0.5568 -3.4187 2.0879
C 0.2705 0.0614 1.9079
O 0.4489 -0.0365 0.5939
H 0.4164 2.5517 -0.3287
H 1.9098 2.0766 0.5545
H 1.4580 3.7782 0.4324
H 0.8417 3.2911 2.5842
H -1.7758 2.8936 1.0732
H -1.5659 3.4988 2.7327
H -0.9564 4.4385 1.3681
H -0.5932 2.2738 4.3496
H -0.8343 0.1781 5.5956
H -0.2363 -1.9921 4.5780
H 0.9737 -2.3432 1.0189
H 1.5924 -3.2644 3.8833
H 2.1656 -4.0022 2.3681
H 2.6914 -2.3608 2.7989
H -1.3995 -2.9644 1.5442
H -0.3125 -4.3690 1.5904
H -0.8613 -3.6369 3.1257

**Gap between HOMO and LUMO (alpha / beta)**: 4.357 / 7.948 eV
**E_HOMO (alpha / beta)**: -1.35 / -5.09 eV
**LUMO level (alpha / beta)**: 0.110 / 0.105 Ha
**2S+1**: 8
**Charge**: -1